(1)
An isolated molecule of C3H8N4. Source: OMol25; level of theory: ωB97M-V/def2-TZVPD.

Geometry as ORCA input:
```
! wB97M-V def2-TZVPD RIJCOSX def2/J DEFGRID3
* xyz 0 1
C 0.808 1.573 0.178
C -0.730 -0.471 -0.198
C 0.445 0.137 0.318
N -0.866 -1.888 -0.200
N 1.431 -0.704 0.721
N -1.719 0.427 0.282
N -1.754 0.415 -1.120
H -1.756 -2.139 0.217
H -0.860 -2.259 -1.145
H 1.165 -1.671 0.852
H 2.253 -0.359 1.190
H -1.071 1.080 -1.526
H -0.059 2.194 0.417
H 1.106 1.811 -0.848
H 1.609 1.853 0.863
*
```

Calculated values
electronic energy: -9196.85933 eV


(2)
A cluster of 2 separate species, C3H8N4 in total. Source: OMol25; level of theory: ωB97M-V/def2-TZVPD.

Geometry as ORCA input:
```
! wB97M-V def2-TZVPD RIJCOSX def2/J DEFGRID3
* xyz 0 1
C 2.797 0.381 0.037
C -2.043 0.812 -0.318
C 0.627 -0.512 -0.153
N 3.700 0.891 -0.454
N 0.047 -1.756 0.024
N 1.762 -0.229 0.579
N -0.915 0.820 0.557
H -1.856 1.167 -1.343
H -2.459 -0.198 -0.360
H -2.811 1.463 0.121
H 0.674 -0.173 -1.183
H -0.802 -1.857 -0.515
H -0.122 -1.990 0.995
H 1.814 -0.522 1.543
H -0.415 1.704 0.470
*
```

Calculated values
electronic energy: -9198.24533 eV


(3)
A cluster of 2 separate species, C3H8N4 in total. Source: OMol25; level of theory: ωB97M-V/def2-TZVPD.

Geometry as ORCA input:
```
! wB97M-V def2-TZVPD RIJCOSX def2/J DEFGRID3
* xyz 0 1
C -2.976 0.612 0.028
C -1.899 -0.326 0.002
C 1.389 -1.010 0.009
H -3.945 0.302 -0.608
H -3.323 0.627 1.262
H -2.507 1.719 -0.409
H -2.239 -1.356 -0.146
H 1.957 -1.980 0.259
H 3.143 -0.152 1.047
H 0.877 1.401 0.672
H 1.721 1.884 -0.977
N -0.632 -0.060 -0.037
N 0.148 -1.282 -0.053
N 2.251 0.132 -0.210
N 1.837 1.480 0.109
*
```

Calculated values
electronic energy: -9194.12307 eV


(4)
An isolated molecule of C3H8N4. Source: OMol25; level of theory: ωB97M-V/def2-TZVPD.

Geometry as ORCA input:
```
! wB97M-V def2-TZVPD RIJCOSX def2/J DEFGRID3
* xyz 0 1
H -2.909 -1.522 0.087
N -2.423 -0.553 -0.076
C -1.173 -0.318 -0.068
C -0.063 -1.268 0.164
C 1.194 -1.155 -0.017
N 1.913 0.015 -0.377
N -0.774 0.919 -0.719
N -0.014 1.617 0.451
H -0.440 -2.312 0.214
H 1.848 -2.019 0.090
H 1.620 0.875 -0.090
H 2.888 0.034 -0.018
H -1.744 1.284 -0.743
H -0.604 2.037 1.151
H 0.680 2.367 -0.048
*
```

Calculated values
electronic energy: -9197.94772 eV


(5)
A structure of composition C3H8N4. Source: OMol25; level of theory: ωB97M-V/def2-TZVPD.

Geometry as ORCA input:
```
! wB97M-V def2-TZVPD RIJCOSX def2/J DEFGRID3
* xyz 0 1
N -0.938 -0.346 0.051
C 0.372 -0.431 1.096
C -0.434 0.474 -0.843
N 0.949 -1.710 0.984
N -1.152 1.139 -1.768
C 0.969 0.606 -0.548
N 0.345 0.133 2.245
H -1.851 -0.798 0.016
H 1.138 -2.096 1.899
H 0.452 -2.348 0.382
H -2.158 1.179 -1.743
H -0.675 1.696 -2.454
H -0.027 1.075 2.232
H 1.406 1.601 -0.595
H 1.604 -0.173 -0.954
*
```

Calculated values
electronic energy: -9198.39382 eV


(6)
A structure of composition C3H8N4O. Source: OMol25; level of theory: ωB97M-V/def2-TZVPD.

Geometry as ORCA input:
```
! wB97M-V def2-TZVPD RIJCOSX def2/J DEFGRID3
* xyz 0 1
C 1.089 1.362 0.451
C -0.597 -2.063 -0.446
N 1.884 0.304 -0.031
C -0.544 0.852 -0.274
N -1.561 1.016 0.635
N 1.358 -0.863 -0.282
N 0.104 -0.895 0.055
O -0.680 1.058 -1.458
H 2.756 0.471 -0.514
H -1.378 0.821 1.605
H -2.394 1.455 0.284
H 0.835 1.215 1.499
H 1.477 2.333 0.170
H 0.025 -2.955 -0.339
H -0.866 -1.936 -1.499
H -1.507 -2.176 0.144
*
```

Calculated values
electronic energy: -11245.90057 eV


(7)
An isolated molecule of C3H8N4O. Source: OMol25; level of theory: ωB97M-V/def2-TZVPD.

Geometry as ORCA input:
```
! wB97M-V def2-TZVPD RIJCOSX def2/J DEFGRID3
* xyz 0 1
C -1.765 -1.716 0.281
N -1.081 -0.898 -0.739
C -0.012 -0.306 -0.358
N 0.573 0.501 -1.396
N 0.453 1.829 -0.917
C 0.847 -0.349 0.959
N 1.520 0.819 1.210
O 0.817 -1.376 1.604
H -1.210 -1.631 1.237
H -2.840 -1.399 0.410
H -1.703 -2.726 -0.088
H 0.048 0.241 -2.245
H 1.346 2.304 -1.336
H -0.350 2.197 -1.385
H 2.188 0.802 1.990
H 1.169 1.707 0.771
*
```

Calculated values
electronic energy: -11246.98852 eV


(8)
A cluster of 2 separate species, C3H8N4O3 in total. Source: OMol25; level of theory: ωB97M-V/def2-TZVPD.

Geometry as ORCA input:
```
! wB97M-V def2-TZVPD RIJCOSX def2/J DEFGRID3
* xyz 0 1
N 0.589 -0.413 1.600
N -0.487 -1.040 2.106
C -1.581 -0.412 2.275
C -2.332 0.514 1.498
N -2.146 0.863 0.262
N -1.253 0.222 -0.493
H 1.266 -1.084 1.245
H 1.091 0.187 2.285
H -2.210 -0.814 3.052
H -3.256 0.800 1.998
H -0.324 0.076 -0.053
H -1.221 0.480 -1.464
O 0.858 0.402 -3.486
C 1.619 0.097 -2.607
O 1.299 -0.652 -1.589
O 2.895 0.485 -2.482
H 2.019 -0.813 -0.973
H 3.175 1.101 -3.174
*
```

Calculated values
electronic energy: -15340.79987 eV


(9)
The ion C3H8N4P with charge +1. Source: OMol25; level of theory: ωB97M-V/def2-TZVPD.

Geometry as ORCA input:
```
! wB97M-V def2-TZVPD RIJCOSX def2/J DEFGRID3
* xyz 1 1
C 0.705 -1.939 0.252
P 0.980 -0.223 0.859
C 2.133 0.634 -0.284
N -0.645 0.523 0.580
N -1.247 1.279 1.453
N -2.415 1.647 0.981
C -2.548 1.101 -0.218
N -1.445 0.403 -0.486
H 1.504 -2.273 -0.397
H 0.655 -2.563 1.134
H -0.248 -2.026 -0.263
H 2.814 1.183 0.352
H 2.679 -0.127 -0.829
H 1.675 1.337 -0.973
H -3.400 1.192 -0.865
H -1.197 -0.148 -1.295
*
```

Calculated values
electronic energy: -18481.09149 eV


(10)
The ion C3H8N4P with charge +1. Source: OMol25; level of theory: ωB97M-V/def2-TZVPD.

Geometry as ORCA input:
```
! wB97M-V def2-TZVPD RIJCOSX def2/J DEFGRID3
* xyz 1 1
C 0.216 0.395 -2.250
N -0.397 0.396 -1.178
P 0.298 -0.165 0.203
N 1.675 -1.059 -0.042
N 0.620 1.054 1.263
C 0.251 2.242 1.256
N -0.664 -1.114 1.111
C -1.859 -1.478 0.873
H -0.395 0.866 -3.143
H 1.188 0.036 -2.528
H 1.415 -2.026 -0.157
H 2.198 -0.990 0.813
H 0.429 2.896 2.162
H -0.412 2.569 0.419
H -2.245 -2.317 1.349
H -2.317 -1.303 -0.150
*
```

Calculated values
electronic energy: -18482.07970 eV


(11)
The ion C3H8N5 with charge +1. Source: OMol25; level of theory: ωB97M-V/def2-TZVPD.

Geometry as ORCA input:
```
! wB97M-V def2-TZVPD RIJCOSX def2/J DEFGRID3
* xyz 1 1
H -3.269 -0.715 -0.501
N -2.311 -1.049 -0.314
C -1.301 -0.389 -0.123
C -0.006 -0.969 0.526
C 1.177 -0.195 -0.035
N 2.225 -0.990 -0.308
N 1.339 1.096 -0.267
N 0.183 1.749 0.131
N -1.207 1.011 -0.183
H 0.061 -1.998 0.462
H 0.070 -0.655 1.653
H 1.940 -2.023 -0.261
H 2.977 -0.681 -0.930
H 0.027 1.674 1.146
H -0.019 2.679 -0.239
H -1.886 1.455 -0.757
*
```

Calculated values
electronic energy: -10681.45651 eV


(12)
A cluster of 3 separate species, C3H8N5 in total. Source: OMol25; level of theory: ωB97M-V/def2-TZVPD.

Geometry as ORCA input:
```
! wB97M-V def2-TZVPD RIJCOSX def2/J DEFGRID3
* xyz 1 1
C -1.565 -2.000 -0.306
C 2.343 0.240 -0.066
C -0.936 -1.834 0.698
N -1.792 0.599 -1.231
N 1.257 0.518 0.205
N 3.552 -0.073 -0.379
N -1.127 1.318 0.818
N -1.979 1.125 -0.141
H -2.129 -2.179 -1.174
H -0.835 0.281 -1.403
H -0.378 -1.714 1.581
H 3.735 -0.765 -1.089
H 4.338 0.319 0.114
H -1.423 1.742 1.685
H -0.106 0.993 0.655
H -2.955 1.430 0.033
*
```

Calculated values
electronic energy: -10679.95974 eV